Entry 1:
Formula: C31H86AlF4N9O17S4
Source: the OMol25 dataset
Level of theory: wB97M-V/def2-TZVPD

```
152
Properties=species:S:1:pos:R:3
H -3.4940 -9.7940 -11.2179
H -10.1369 -12.8289 -10.2306
H -4.1782 -6.7104 -13.8410
C -4.7132 -19.4480 -19.0894
H -8.4491 -12.8218 -15.3599
H -5.3259 -10.1431 -15.0627
H -3.7321 -20.1235 -14.4565
O -4.3807 -11.1998 -12.2799
C -3.5547 -10.0398 -12.2873
H -6.0321 -6.7907 -16.6719
F -3.0688 -14.2342 -11.3087
H -7.9429 -12.7827 -12.9559
H -4.0910 -12.9921 -19.5033
H -5.7984 -19.4139 -19.2432
C -2.0183 -11.6343 -18.4715
H -2.9130 -19.5682 -22.6330
H -3.3431 -15.2240 -20.4023
C -10.1699 -16.2233 -15.4270
O -4.4127 -12.8587 -14.9725
C -5.6151 -7.5834 -16.0335
N -8.6012 -12.0330 -13.0823
N -2.8355 -20.0080 -13.9890
H -4.0557 -9.2069 -12.8080
H -6.4376 -12.9343 -16.8431
O -6.6756 -13.5928 -14.4099
H -9.2649 -11.9985 -19.0881
H -2.7034 -20.8742 -13.4762
H -1.6678 -22.0195 -15.0037
O -2.4722 -14.5704 -9.0421
C -9.1416 -16.1305 -14.3097
H -0.7881 -19.7208 -14.4205
S -5.2682 -13.8349 -14.4205
H -8.3257 -16.8304 -14.4698
H -8.4764 -15.8646 -12.1987
H -3.5896 -20.9309 -23.3439
C -1.9553 -18.8267 -15.9849
C -9.1753 -11.3133 -18.2426
H -1.1830 -18.8285 -16.7539
C -1.7021 -16.4414 -16.1204
H -10.4983 -17.2636 -15.4081
H -4.6361 -20.2231 -18.3105
O -8.6987 -10.0576 -18.6927
H -4.5462 -7.3748 -16.2128
H -2.0954 -16.5520 -17.1369
H -5.5535 -10.7898 -16.6360
H -8.4639 -12.8795 -10.7091
H -11.0989 -9.7787 -15.5484
H -1.1612 -11.3537 -17.8597
H -1.5041 -8.4576 -13.8697
O -1.6955 -11.7367 -19.8336
H -5.0829 -5.5211 -14.4605
H -7.0698 -15.6956 -10.9509
O -4.8067 -14.3495 -9.6608
H -11.6378 -8.9701 -14.0127
H -9.7122 -11.9140 -15.6450
H -11.7432 -11.4232 -12.0483
C -1.5471 -21.2059 -15.7251
F -4.4442 -16.9240 -16.3529
C -5.2049 -9.8927 -16.1295
H -2.2803 -21.3692 -16.5128
N -3.4714 -16.3959 -10.5157
N -4.6442 -13.1805 -21.6185
O -6.4950 -15.7427 -16.5023
H -7.8399 -10.9854 -16.6770
H -9.5166 -8.7567 -17.3871
H -2.6163 -10.3633 -14.9547
O -3.8185 -19.7234 -20.1322
H -10.2676 -13.1904 -12.6025
S -3.4688 -17.1889 -9.0862
H -10.6272 -9.2085 -18.7272
C -9.8357 -12.2258 -12.2871
H -1.7950 -11.1137 -12.2813
C -9.5926 -8.9822 -18.4585
Al -4.0192 -17.3779 -12.9155
C -7.4824 -7.0724 -14.3792
F -4.0718 -18.5463 -9.7095
H -0.5068 -21.2352 -16.0462
H -8.9501 -11.9975 -14.0376
H -2.0500 -14.2669 -19.8012
C -10.8307 -11.1332 -12.5912
C -2.7996 -14.2988 -20.6008
S -3.5272 -14.9060 -9.9364
C -8.3213 -11.8817 -17.1016
H -2.3699 -12.5874 -18.0568
H -4.3649 -18.4869 -18.7160
H -10.5033 -10.2190 -12.0789
H -7.5267 -13.6816 -17.9963
H -8.7392 -15.1104 -14.2672
H -2.7892 -10.8769 -18.2772
H -4.1243 -9.7539 -16.2457
O -9.7277 -16.3365 -13.0129
C -7.1695 -12.7139 -17.6396
H -6.2209 -10.1962 -12.4123
H -7.6673 -6.4537 -13.5084
O -2.0610 -17.5545 -15.3241
O -4.4938 -16.8030 -8.1778
H -8.0009 -8.0317 -14.4315
C -3.6907 -13.0640 -20.5147
C -10.9371 -9.6636 -14.4809
H -3.4830 -23.0648 -22.0936
O -2.2229 -17.5530 -8.5284
H -9.9088 -9.3923 -14.2256
C -3.8769 -21.0874 -20.5620
H -9.2120 -8.1462 -19.0403
C -9.3853 -12.3084 -10.8354
C -2.6562 -21.3821 -21.4152
H -6.9162 -15.1783 -12.6466
H -4.8097 -21.1721 -21.1359
H -7.8764 -6.6278 -15.3021
F -4.8509 -13.8841 -12.9037
O -11.1113 -10.9876 -13.9531
N -5.1272 -6.3537 -13.8747
H -3.0874 -11.6259 -14.2402
H -0.6160 -16.4030 -16.2635
H -2.0580 -15.4881 -15.7417
C -2.2144 -10.3337 -12.9300
N -4.7992 -15.4268 -14.6815
H -6.5651 -12.2014 -18.3889
C -1.7346 -19.8784 -14.9372
O -4.4115 -14.6717 -17.1461
C -7.3764 -15.9532 -11.9699
N -2.2739 -11.0105 -14.2424
H -1.7720 -20.7500 -23.2561
S -5.1336 -15.4590 -16.2133
H -5.2126 -12.3237 -21.6088
H -10.1652 -11.1483 -17.7951
H -4.2006 -12.9347 -22.5067
H -3.9397 -21.7086 -19.6592
H -2.3795 -23.3545 -20.9095
C -5.7052 -10.9723 -11.8350
N -2.5595 -22.8164 -21.7503
C -2.7238 -20.6408 -22.7423
C -1.2266 -9.2057 -13.1180
H -1.7688 -21.0535 -20.8718
H -0.2637 -9.5583 -13.4836
H -9.2273 -11.3607 -10.3179
H -10.9715 -15.5043 -15.2653
H -3.4248 -10.8932 -20.6422
H -5.6658 -10.6983 -10.7777
C -2.8158 -11.8082 -20.6920
H -10.4240 -15.6842 -12.8789
H -9.7055 -15.9973 -16.3858
H -1.0647 -8.6481 -12.1907
H -2.9469 -18.9698 -16.4361
H -5.7341 -8.2906 -14.1280
O -6.0006 -8.8216 -16.5538
C -5.9854 -7.3156 -14.5677
N -9.1070 -12.5994 -16.0955
H -6.2173 -11.8909 -12.0922
H -2.3460 -11.8366 -21.6802
O -6.9669 -17.1532 -12.3015
H -2.2042 -14.4256 -21.5064
```

Summary:
- relative energy (zero: lowest compared OMol25 entry of this formula, charge and spin) (kJ/mol) = 0.0
- orbital gap (Eh) = 0.117

Entry 2:
Formula: C31H86O12
Source: the OMol25 dataset
Level of theory: wB97M-V/def2-TZVPD

```
129
Properties=species:S:1:pos:R:3
C -18.9894 -3.0187 -7.2068
O -12.5571 -10.4571 -9.7509
H -18.3751 -3.8157 -13.3885
H -11.7938 -4.3095 -11.7836
H -23.1932 -9.1350 -6.7232
C -10.7555 -7.0411 -7.3462
H -9.9822 -7.4452 -7.9995
C -18.3572 -10.8435 -5.6428
C -20.9342 -8.0362 -9.2347
H -14.5920 -12.5661 -11.0514
C -21.8714 -3.5191 -10.9283
C -13.8607 -3.5712 -12.0428
C -20.4097 -3.2604 -10.9094
H -13.4498 -6.4296 -6.4342
H -12.5358 -8.5671 -9.4125
H -21.0527 -7.4055 -10.1158
H -14.2232 -8.8240 -11.1027
C -20.3928 -3.6340 -6.6702
O -14.0409 -8.3841 -16.4305
H -21.2225 -3.0693 -7.0954
H -16.3955 -5.3970 -8.3618
H -14.9200 -7.0121 -13.5177
H -22.9979 -8.7601 -9.1380
H -13.2653 -7.5232 -13.8237
C -12.4636 -3.6941 -9.9845
O -20.2076 -7.7231 -14.0591
H -18.2588 -3.2524 -16.1576
O -22.6258 -6.8872 -8.2987
O -18.0235 -9.2620 -7.1111
H -21.5690 -8.4870 -6.5046
H -16.7278 -4.3316 -13.5339
H -10.6318 -5.9586 -7.3167
C -18.8048 -9.2012 -13.0009
H -12.7996 -13.0173 -10.8728
H -11.7646 -4.4334 -9.5935
C -13.3131 -10.8836 -10.8510
H -20.5074 -3.4412 -5.6035
H -12.5485 -6.0760 -10.4876
H -20.1533 -2.7777 -11.8525
H -18.0225 -8.4606 -12.8340
C -22.2311 -8.9850 -7.2130
H -11.9231 -2.7538 -10.0928
C -18.3992 -7.0220 -4.6243
H -15.0792 -9.9986 -10.0231
H -18.6892 -2.1412 -6.6341
C -22.2074 -4.7464 -11.7556
H -17.5223 -10.5420 -5.0102
H -19.4240 -9.2784 -12.1072
H -19.3028 -10.4833 -5.2376
H -14.1904 -6.5866 -8.0416
H -15.1085 -10.1564 -11.7963
H -14.4690 -6.4708 -15.7805
H -18.8816 -6.9204 -3.6522
H -16.3480 -10.7994 -8.3822
H -13.0973 -8.3142 -16.2683
H -21.8972 -10.0225 -7.1992
H -16.0753 -11.0569 -6.6649
H -21.9170 -4.8449 -9.4197
H -16.6282 -5.9718 -4.1459
H -16.9526 -5.9870 -5.8750
O -15.9135 -6.8301 -10.7332
H -20.3504 -2.5152 -10.1161
C -18.6860 -9.0422 -15.4647
C -18.1436 -10.6002 -7.0965
H -10.5888 -7.1452 -6.2741
C -12.7553 -4.2753 -11.2712
H -14.8044 -3.5689 -11.4973
H -22.0318 -4.4821 -12.7984
O -19.3659 -7.1619 -5.6369
H -19.3052 -9.0579 -16.3616
H -18.1072 -5.4956 -8.5815
H -13.3346 -3.5803 -9.3391
H -12.7001 -10.7629 -11.7442
H -13.7496 -12.6303 -9.5203
C -19.5731 -8.9399 -14.2388
H -17.0390 -5.1339 -10.9199
H -14.5638 -8.7498 -13.7874
O -18.1423 -5.1571 -15.7245
H -15.7140 -7.7210 -15.7545
O -22.1118 -3.9209 -9.5921
C -22.2709 -8.2299 -8.5229
H -12.8620 -5.4013 -7.7131
H -19.8559 -4.1806 -10.7238
H -18.5353 -5.1635 -16.6004
H -23.2679 -4.9829 -11.6692
H -17.2678 -6.9593 -8.3414
H -17.8674 -7.9699 -4.5423
H -18.9653 -10.8688 -7.7604
H -20.4172 -8.9119 -9.6271
H -18.9305 -7.7515 -6.2569
H -18.5279 -11.9067 -5.4736
H -22.0716 -6.6871 -7.5409
H -18.1856 -3.7506 -7.1275
C -13.6303 -12.3779 -10.5740
C -14.6708 -7.5098 -15.5198
H -17.1084 -9.1177 -6.8594
H -13.5323 -2.5982 -12.4083
H -19.0353 -2.9349 -8.2926
C -17.6316 -3.8946 -15.5393
H -17.9407 -8.2499 -15.3952
H -20.2435 -7.4507 -8.6280
C -12.1525 -7.4597 -7.8319
C -17.0604 -6.0917 -10.4001
C -16.7877 -11.2137 -7.4749
O -12.2058 -7.6825 -9.2387
C -14.3080 -7.7277 -14.0667
O -20.3541 -4.9848 -7.0384
H -16.9684 -12.2643 -7.7026
H -20.3604 -9.6850 -14.3534
H -16.6736 -3.7257 -16.0310
H -13.9357 -3.9137 -13.0749
C -17.4142 -5.8712 -4.8944
H -19.7909 -5.5116 -6.4666
H -17.9555 -4.9255 -4.9202
H -19.4904 -7.0983 -14.1890
O -13.1891 -5.6018 -11.0226
H -22.4894 -2.6660 -11.2083
H -18.2304 -10.1031 -13.2122
H -17.1864 -2.6853 -13.7124
H -12.3287 -8.4288 -7.3652
C -14.5027 -9.8646 -10.9384
H -17.9375 -6.5650 -10.8414
H -18.0059 -9.8940 -15.4700
C -17.1727 -5.9941 -8.8388
H -11.8282 -11.0754 -9.6615
H -21.6417 -5.6462 -11.5136
C -17.4804 -3.6949 -13.9992
C -13.2601 -6.3949 -7.5070
H -15.1208 -6.2896 -10.7003
```

Summary:
- relative energy (zero: lowest compared OMol25 entry of this formula, charge and spin) (kJ/mol) = 431.9
- orbital gap (Eh) = 0.353

Entry 3:
Formula: C31H88NO23
Source: the OMol25 dataset
Level of theory: wB97M-V/def2-TZVPD

```
143
Properties=species:S:1:pos:R:3
H -2.0697 6.1057 1.8869
H 7.8833 -1.4495 -1.8031
O 0.1364 -3.2826 -4.6474
H -2.7001 1.1888 1.3274
H 3.1148 -4.9977 -0.6642
O -0.1091 -3.4144 7.0576
H -0.6780 -6.3109 6.2524
H -5.3795 -1.8903 -0.6034
H 0.0557 -4.2113 7.5669
H 3.0923 0.1610 -0.5474
H 2.6857 2.7480 -0.4250
O 6.5731 -0.5688 0.0205
C 0.8307 1.5028 4.2079
O -3.9982 3.9595 2.5034
H -0.7792 1.6927 -3.6519
H -2.4443 -4.9937 5.1378
H 0.7443 2.1346 -1.7917
O 7.6043 -3.1830 -1.0231
H 2.0380 4.8501 -2.2910
O -0.7933 1.8653 1.1057
H -6.1973 -4.2098 -1.3778
C 3.8328 -5.2206 -1.4535
H 3.2089 -7.0816 -1.7717
H 2.5982 2.3582 1.3466
C -4.1424 2.8535 -2.7753
H -1.9620 -0.1816 2.5589
H -3.7899 1.5991 -1.0381
H 0.0253 -6.5136 1.4071
C -1.9393 -5.8582 2.2096
H 2.9438 1.9063 6.7215
H 6.7848 -1.1809 0.7291
H 0.3029 3.8397 -4.0606
C 2.3483 -0.0185 0.2288
H 2.9247 1.1068 4.3703
H 3.0030 7.5203 0.6344
C 0.9215 1.1283 -1.4120
C 2.4887 6.3227 -0.8321
H 4.7990 2.0292 -4.2510
H -0.7416 -3.3711 -2.7615
C -5.0164 -2.4628 -1.4569
H -5.5570 -2.0319 -3.2751
H 1.5742 0.7186 -2.1828
H 1.3690 3.2489 0.4506
O -6.0046 -2.0487 -2.4260
C 0.7665 -1.6439 1.0968
H 0.1127 1.7310 -5.0970
H 2.7997 0.0199 1.2202
C -1.1107 -0.8539 2.4527
H -0.0681 -4.1156 5.0690
H 3.2401 3.3344 -5.3625
C -0.7435 -3.7323 5.8339
H 5.1716 -1.8758 -0.7042
O -1.4526 -5.9671 6.7034
O -3.6542 1.2757 1.3887
H 2.6266 -2.2394 0.3013
C -1.9148 -4.7967 6.0699
H 3.5849 1.8498 -3.0332
C 2.2142 1.7353 4.9073
H -3.9987 -2.1630 -1.7072
H -1.6134 -5.8472 3.2497
C -5.1783 -3.9860 -1.0618
H 2.9522 6.0306 -4.1435
H 5.3938 -0.4779 -1.7178
H 1.1257 -1.7008 2.1243
C -0.4206 -0.6407 1.0974
H -2.9952 1.0118 -2.3726
H -0.5116 2.3919 3.0378
H 2.7213 2.6719 4.6755
O -1.0682 -5.6844 -0.0661
C -0.6556 3.6901 -4.5576
C -4.0527 1.7005 2.7284
H -3.5741 3.1871 4.2716
C 1.3056 1.0724 0.0493
N 0.1257 0.7695 0.9370
H 4.0296 -4.2973 -1.9983
O 2.2140 1.4641 6.2818
H 0.4887 -4.1556 -4.4596
H -0.6818 5.9894 0.7025
O 3.3439 -6.3023 -2.3158
H 1.8563 5.7126 -0.1872
C -3.2277 1.9648 -1.8973
H 4.6165 -5.6717 -0.8449
H -2.2807 2.9059 3.0981
H -0.9206 -1.6296 -0.8420
H -1.4766 -1.8806 2.4603
H 6.7497 -2.5705 -2.7807
H -1.9280 4.1301 -0.1111
C 2.8425 5.5714 -2.1475
H -3.8352 0.9028 3.4386
H -3.4205 -4.6158 2.5429
C 7.0336 -2.1319 -1.8241
H -1.7524 -0.1913 -0.6593
H -1.8395 -5.1169 -0.1338
O 3.4756 7.1219 -0.1001
H -1.1305 4.6426 1.7766
H -1.2002 -2.8363 5.4133
H -1.7383 2.3242 -0.7166
H -4.4416 -4.5741 -2.8010
C 5.9221 -1.1723 -1.0645
H -1.0279 -1.8822 -3.7841
O -3.8238 3.0834 -4.1535
C -3.3616 2.9656 3.2257
H -0.5461 4.0993 -5.5619
C -0.7071 -5.7114 1.3161
H 1.1414 0.9575 3.3167
C 2.0600 2.4075 0.4000
H -3.7975 3.6914 1.6037
H -1.8383 4.2960 -3.0514
H -2.2360 -1.7222 0.2182
H -4.1083 3.8322 -2.2969
C -0.3309 -2.6640 -3.4822
H -5.1554 -4.2676 -0.0091
H -5.1333 1.8434 2.7176
H 3.8396 5.1340 -2.0961
O -1.7318 4.4293 -3.9961
H -0.5282 -0.8676 3.3740
H 0.4747 -2.1668 -2.9419
H -2.9730 3.5274 -4.1314
H 1.7576 7.1088 -1.0206
O -0.0553 2.6100 3.8539
H -2.6252 -4.3404 6.7593
H -2.5307 -6.7673 2.1006
H -2.6014 1.5915 -5.0152
C 1.8506 -1.5000 0.1034
O 3.0427 3.2696 -4.4253
O 2.9300 6.4986 -3.3056
H 0.0213 0.5250 -1.5297
H 7.8344 -2.6871 -0.2340
O -2.3702 4.9451 0.1373
H -0.2182 -4.7494 1.4694
O -2.1194 2.6734 -1.5256
C -1.5119 5.4791 1.1910
H -5.1498 2.4470 -2.8644
C -1.4283 -1.0499 -0.0711
H 1.4785 -1.6348 -0.9123
H 0.3773 -2.6527 0.9588
H 0.1282 1.0360 4.8983
C 3.7197 2.0355 -4.0988
C -0.7653 2.1759 -4.6288
O -4.2851 -4.7481 -1.8699
H 3.2775 1.1825 -4.6134
O -1.7319 1.5297 -5.4175
O -2.6505 -4.6525 1.9707
```

Summary:
- <S²> = 0.755
- 2S+1 = 2
- orbital gap (alpha / beta) (Eh) = 0.350 / 0.284

| no. | total energy (Eh) |
| --- | --- |
| 1 | -5238.770094 |
| 2 | -2135.404868 |
| 3 | -3018.731807 |